Entry from the OMol25 dataset: C19H12BF4IrN7O as an isolated structure (wB97M-V/def2-TZVPD).

```
45
C19H12BF4IrN7O | the OMol25 dataset | wB97M-V/def2-TZVPD
Ir 0.0561 -2.1387 -0.1579
C -4.2414 -2.2706 -0.1823
C -2.9103 -2.6633 -0.2640
N -1.9525 -1.7477 -0.2912
C -2.2709 -0.4165 -0.2433
C -3.6344 -0.0755 -0.1890
N -4.5669 -0.9851 -0.1539
C -1.1395 0.4835 -0.2317
C -1.1567 1.8670 -0.2063
C 0.0432 2.6063 -0.1888
C 1.2473 1.8705 -0.2015
C 1.2324 0.4879 -0.2254
N 0.0489 -0.1932 -0.2390
C 2.3657 -0.4127 -0.2299
C 3.7282 -0.0693 -0.1806
N 4.6622 -0.9789 -0.1525
C 4.3362 -2.2630 -0.1768
C 3.0041 -2.6570 -0.2435
N 2.0459 -1.7417 -0.2701
C 0.0420 4.0735 -0.1747
C -1.1517 4.8146 -0.1708
C -1.0985 6.1990 -0.1717
N 0.0428 6.8437 -0.1758
C 1.1843 6.1985 -0.1729
C 1.2357 4.8141 -0.1722
H -5.0401 -2.9927 -0.1409
H -2.6202 -3.7062 -0.3035
H -3.9512 0.9564 -0.1672
H -2.1109 2.3645 -0.1986
H 2.1996 2.3712 -0.1912
H 4.0443 0.9631 -0.1601
H 5.1360 -2.9848 -0.1437
H 2.7153 -3.7003 -0.2745
H -2.1256 4.3554 -0.1651
H -1.9951 6.8022 -0.1699
H 2.0811 6.8011 -0.1720
H 2.2096 4.3550 -0.1682
O -1.2661 -3.4375 3.5554
C -0.6658 -2.8457 2.7608
N -0.0223 -2.1741 2.0103
F 0.0768 -4.0820 -0.2846
B 0.0474 -6.0750 -0.1822
F 1.1905 -6.2309 -0.8140
F 0.0262 -6.1905 1.1245
F -1.0814 -6.1942 -0.8473
```

Summary:
energy above the lowest of the compared OMol25 structures with the same formula, charge and spin: 2.182 eV
HOMO energy (alpha / beta): -0.463 / -0.463 Ha
electronic energy: -46760.084 eV
total charge: +1
HOMO-LUMO gap (alpha / beta): 6.77 / 6.77 eV

The natural (NBO) scheme yields these atomic charges, measured in e: Ir 1.34; C 0.05; C 0.05; N -0.41; C 0.11; C 0.06; N -0.33; C 0.26; C -0.23; C 0.16; C -0.23; C 0.25; N -0.43; C 0.10; C 0.07; N -0.33; C 0.04; C 0.05; N -0.41; C -0.11; C -0.20; C 0.05; N -0.37; C 0.05; C -0.20; H 0.24; H 0.26; H 0.22; H 0.24; H 0.24; H 0.22; H 0.24; H 0.26; H 0.21; H 0.21; H 0.21; H 0.21; O -0.48; C 0.80; N -0.72; F -0.66; B 1.45; F -0.51; F -0.50; F -0.51

=====

Entry from the OMol25 dataset: a 2-piece molecular cluster, C17H39F5N4OSi2 overall (wB97M-V/def2-TZVPD).

```
68
C17H39F5N4OSi2 | the OMol25 dataset | wB97M-V/def2-TZVPD
C -3.9463 -0.8653 0.8561
O -3.7789 0.1800 -0.1977
C -4.4465 1.4453 0.2432
C -4.3363 2.5381 -0.9738
C -3.4465 3.8953 -0.5684
C -2.1734 3.9101 -1.6131
C -1.2677 5.2756 -1.5726
C 0.3147 4.8450 -1.9009
C 0.3592 3.9452 -3.2709
N 1.7287 3.7932 -3.8951
C 2.8128 3.5069 -2.8796
N 4.1630 4.2483 -2.9545
N 2.7240 2.5573 -1.8598
C 1.6789 2.7256 -4.9916
F 0.4252 2.8050 -5.8213
F 1.6900 1.3251 -4.4360
C 2.9238 2.8913 -6.0891
F 2.4753 2.1969 -7.3253
F 3.1296 4.3407 -6.4049
F 4.1743 2.2433 -5.5451
H -3.1479 -1.7233 0.6535
H -3.7532 -0.4321 1.9299
H -4.9971 -1.3792 0.8219
H -4.0335 1.8050 1.2773
H -5.5938 1.1763 0.3563
H -5.4090 2.9059 -1.2746
H -3.7732 1.9822 -1.8675
H -3.1181 3.8932 0.5552
H -4.1803 4.8216 -0.7378
H -2.6435 3.7310 -2.6952
H -1.4875 2.9925 -1.3142
H -1.6513 5.9722 -2.4622
H -1.3675 5.9138 -0.5970
H 0.6832 4.2547 -0.9468
H 0.9072 5.8340 -2.1091
H -0.3170 4.5212 -4.0682
H -0.1017 2.8736 -3.1677
H 4.1113 5.0969 -2.3324
H 4.3288 4.5600 -3.9580
H 2.3467 2.7919 -0.9115
H 3.1179 1.5961 -2.0720
C -1.5811 -5.1030 5.2436
Si 0.0664 -5.0912 4.3151
C 0.3236 -6.8197 3.6345
C 1.4060 -4.7399 5.5799
N -0.0199 -3.8789 3.0675
Si 1.3294 -3.5851 2.0064
C 1.7807 -5.0831 0.9726
C 2.8598 -3.0014 2.9197
C 0.8473 -2.2086 0.8022
H -1.5613 -5.8582 6.0345
H -1.7731 -4.1290 5.7027
H -2.4069 -5.3384 4.5639
H 0.1451 -7.5630 4.4172
H 1.3443 -6.9642 3.2746
H -0.3703 -7.0238 2.8123
H 1.3584 -3.7010 5.9221
H 2.4028 -4.9296 5.1757
H 1.2792 -5.3874 6.4523
H 2.2753 -5.8523 1.5699
H 2.4724 -4.7954 0.1747
H 0.8920 -5.5188 0.5062
H 2.6147 -2.1972 3.6208
H 3.5975 -2.6152 2.2096
H 3.3351 -3.8146 3.4724
H 0.6044 -1.2897 1.3436
H -0.0225 -2.5034 0.2057
H 1.6763 -1.9978 0.1205
```

Summary:
HOMO energy: -0.214 Ha
electronic energy: -55601.762 eV
total charge: 0
HOMO-LUMO gap: 1.44 eV

The natural (NBO) scheme yields these atomic charges, measured in e: C -0.28; O -0.57; C -0.08; C -0.43; C -0.41; C -0.43; C -0.41; C -0.43; C -0.25; N -0.54; C 0.71; N -0.81; N -0.96; C 0.77; F -0.32; F -0.35; C 0.93; F -0.30; F -0.32; F -0.32; H 0.22; H 0.18; H 0.18; H 0.18; H 0.17; H 0.22; H 0.23; H 0.21; H 0.21; H 0.22; H 0.21; H 0.21; H 0.23; H 0.21; H 0.23; H 0.24; H 0.23; H 0.41; H 0.39; H 0.43; H 0.45; C -1.11; Si 1.76; C -1.12; C -1.12; N -1.37; Si 1.76; C -1.12; C -1.12; C -1.11; H 0.22; H 0.23; H 0.23; H 0.23; H 0.23; H 0.24; H 0.23; H 0.22; H 0.23; H 0.23; H 0.22; H 0.24; H 0.23; H 0.22; H 0.23; H 0.23; H 0.23; H 0.21

=====

Entry from the OMol25 dataset: C4H3N3OS2Si in the gas phase (wB97M-V/def2-TZVPD).

```
14
C4H3N3OS2Si | the OMol25 dataset | wB97M-V/def2-TZVPD
C 1.0430 2.6560 0.0140
C 0.8916 -2.1486 1.8694
C 0.2897 0.5336 -2.6104
C -1.6949 -0.5422 0.4274
N 1.0971 3.8138 -0.0967
N 0.3765 -3.0487 2.3541
N -0.3154 0.8320 -1.5333
O 1.0855 1.4608 0.2082
Si 0.0410 0.1984 0.0084
S 1.6676 -0.8207 1.2535
S 1.2774 -0.2602 -3.4941
H -1.3245 -1.6755 0.4328
H -1.9246 -0.4005 1.4650
H -2.5100 -0.5982 -0.2984
```

Summary:
energy above the lowest of the compared OMol25 structures with the same formula, charge and spin: 0.000 eV
HOMO energy: -0.379 Ha
electronic energy: -40261.298 eV
total charge: 0
HOMO-LUMO gap: 8.92 eV

The natural (NBO) scheme yields these atomic charges, measured in e: C 0.56; C 0.01; C 0.21; C -1.10; N -0.42; N -0.30; N -0.93; O -0.81; Si 1.87; S -0.03; S 0.14; H 0.26; H 0.26; H 0.28

=====

Entry from the OMol25 dataset: C6H12N2O4 in the gas phase (wB97M-V/def2-TZVPD).

```
24
C6H12N2O4 | the OMol25 dataset | wB97M-V/def2-TZVPD
C 0.2343 1.0346 -1.7845
C -0.3331 1.2442 -0.3689
C 0.5399 0.7805 0.7476
C -0.0609 -0.4340 1.4541
C 0.0882 -1.7398 0.6327
C 1.5126 -2.0045 0.1893
H -1.4778 1.8556 -2.1897
H 0.4109 -0.0823 -1.8789
H 1.1886 1.5690 -1.8621
H -1.5000 1.9740 0.8132
H 1.5395 0.5520 0.3930
H 0.8206 2.5777 1.5367
H 0.4947 -0.6085 2.3963
H -1.9367 -0.5738 0.9927
H -0.2659 -2.4975 1.3821
H -0.3271 -2.3806 -1.1391
H 2.3047 -2.0299 0.9551
H 2.7072 -2.3980 -1.1779
N -1.3361 1.9773 -0.2014
N 1.7141 -2.2320 -1.0168
O -0.6757 1.5967 -2.6854
O 0.5534 1.6833 1.8213
O -1.4639 -0.2101 1.7675
O -0.7252 -1.7524 -0.5177
```

Summary:
energy above the lowest of the compared OMol25 structures with the same formula, charge and spin: 2.586 eV
HOMO energy: -0.364 Ha
electronic energy: -17585.125 eV
total charge: 0
HOMO-LUMO gap: 10.40 eV

The natural (NBO) scheme yields these atomic charges, measured in e: C -0.12; C 0.27; C -0.02; C 0.10; C 0.00; C 0.12; H 0.50; H 0.20; H 0.18; H 0.37; H 0.18; H 0.48; H 0.20; H 0.48; H 0.19; H 0.50; H 0.17; H 0.36; N -0.65; N -0.64; O -0.73; O -0.71; O -0.71; O -0.73

=====

Entry from the OMol25 dataset: an isolated ion of composition C27H38NO2 and charge +1 (wB97M-V/def2-TZVPD).

```
68
C27H38NO2 | the OMol25 dataset | wB97M-V/def2-TZVPD
C 6.4222 1.0585 -0.1472
H 6.8094 1.0359 0.8669
H 7.2666 1.1648 -0.8229
C 5.6703 -0.2232 -0.4805
H 6.3025 -1.0832 -0.2581
H 5.4487 -0.2556 -1.5488
C 4.3434 -0.4284 0.2738
C 4.5647 -0.3758 1.7888
H 4.9416 0.5995 2.0788
H 5.2876 -1.1342 2.0775
H 3.6382 -0.5571 2.3281
C 3.2851 0.6270 -0.1580
H 3.7146 1.2851 -0.9134
H 3.0239 1.2409 0.7058
C 2.0011 -0.0112 -0.7193
C 1.5886 -1.1237 0.2544
H 1.4210 -0.6678 1.2329
H 0.6637 -1.6154 -0.0473
C 2.7037 -2.1836 0.3570
O 3.9382 -1.7313 -0.1378
H 2.7995 -2.5274 1.3955
H 2.4684 -3.0542 -0.2610
C 0.9195 1.0831 -0.7687
N -0.3259 0.6149 -1.4118
C -0.0711 0.1871 -2.8040
C 0.9313 -0.9575 -2.8159
C 2.2318 -0.5241 -2.1486
H 2.9395 -1.3500 -2.1292
H 2.6811 0.2785 -2.7382
H 1.1283 -1.2450 -3.8483
H 0.5062 -1.8255 -2.3103
H -1.0149 -0.1232 -3.2540
H 0.3214 1.0428 -3.3597
H -0.6622 -0.2276 -0.8951
C -1.4333 1.5997 -1.3161
C -2.7843 0.8969 -1.2234
H -2.9773 0.3131 -2.1239
H -3.5684 1.6483 -1.1501
C -2.8762 -0.0598 -0.0081
C -2.4171 0.6369 1.2640
C -2.9041 1.9006 1.5921
C -2.4858 2.5378 2.7461
C -1.5731 1.9269 3.5905
C -1.0885 0.6706 3.2756
C -1.5089 0.0297 2.1218
H -1.1244 -0.9552 1.9009
H -0.3864 0.1792 3.9317
H -1.2497 2.4243 4.4912
H -2.8788 3.5131 2.9881
H -3.6265 2.3862 0.9536
C -4.3017 -0.5916 0.0973
C -4.7555 -1.4451 -0.9046
C -6.0359 -1.9642 -0.8616
C -6.8800 -1.6396 0.1865
C -6.4308 -0.8026 1.1925
C -5.1483 -0.2820 1.1526
H -4.8141 0.3596 1.9526
H -7.0780 -0.5528 2.0188
H -7.8801 -2.0421 0.2215
H -6.3722 -2.6224 -1.6478
H -4.1003 -1.7156 -1.7208
O -1.9950 -1.1568 -0.3230
H -2.2869 -1.9363 0.1632
H -1.2834 2.2030 -0.4185
H -1.4014 2.2599 -2.1852
H 0.6777 1.4062 0.2471
H 1.2912 1.9449 -1.3299
H 5.7893 1.9363 -0.2563
```

Summary:
HOMO energy: -0.442 Ha
electronic energy: -34196.157 eV
total charge: +1
HOMO-LUMO gap: 10.00 eV

The natural (NBO) scheme yields these atomic charges, measured in e: C -0.62; H 0.21; H 0.23; C -0.39; H 0.22; H 0.20; C 0.28; C -0.65; H 0.22; H 0.23; H 0.20; C -0.44; H 0.22; H 0.21; C -0.01; C -0.46; H 0.21; H 0.21; C -0.07; O -0.54; H 0.18; H 0.20; C -0.22; N -0.44; C -0.22; C -0.41; C -0.43; H 0.26; H 0.21; H 0.24; H 0.21; H 0.23; H 0.22; H 0.51; C -0.22; C -0.43; H 0.23; H 0.25; C 0.20; C -0.09; C -0.23; C -0.20; C -0.20; C -0.21; C -0.17; H 0.21; H 0.22; H 0.23; H 0.23; H 0.22; C 0.00; C -0.23; C -0.20; C -0.18; C -0.20; C -0.22; H 0.23; H 0.23; H 0.23; H 0.22; H 0.21; O -0.76; H 0.51; H 0.24; H 0.23; H 0.23; H 0.22; H 0.20

=====

Entry from the OMol25 dataset: C3H7N3S in the gas phase (wB97M-V/def2-TZVPD).

```
14
C3H7N3S | the OMol25 dataset | wB97M-V/def2-TZVPD
C -0.0353 -1.0797 -1.3622
C -0.1484 1.2727 -0.8209
C 0.3311 -0.5626 0.9967
H -0.4555 -1.9062 -0.6953
H 0.9017 -1.1652 -1.7498
H -0.8710 -0.8870 -2.2330
H -0.4648 1.0467 -1.9320
H 0.5525 2.0786 0.7394
H -0.1553 -0.2426 2.7708
H -0.8662 0.8916 1.6995
N 0.2112 0.0076 -0.2743
N 0.0651 2.3037 -0.2433
N 0.0582 0.3813 1.9476
S 0.8766 -2.1391 1.1566
```

Summary:
energy above the lowest of the compared OMol25 structures with the same formula, charge and spin: 2.798 eV
HOMO energy: -0.323 Ha
electronic energy: -18527.673 eV
total charge: 0
HOMO-LUMO gap: 9.14 eV

The natural (NBO) scheme yields these atomic charges, measured in e: C -0.42; C 0.28; C 0.27; H 0.24; H 0.20; H 0.20; H 0.19; H 0.37; H 0.41; H 0.39; N -0.50; N -0.64; N -0.82; S -0.17

=====

Q: What is the formula in the fourth record?
A: C6H12N2O4